C32H23NO7PReS as an isolated structure. Source: OMol25; level of theory: wB97M-V/def2-TZVPD.

Structure (XYZ):
```
66
Properties=species:S:1:pos:R:3:forces:R:3
Re 0.816775 1.310060 0.105770 0.352 0.461 0.104
O 4.693477 1.164481 -0.986295 0.134 0.009 -0.034
C 3.690034 1.791304 -0.813485 -0.515 -0.106 -0.027
O 2.501150 1.133603 -0.786643 0.537 -0.218 -0.195
C 3.678213 3.275808 -0.658498 0.096 0.077 0.023
C 4.913854 3.902577 -0.807162 0.030 -0.005 0.012
C 5.038836 5.277593 -0.723497 0.021 0.004 -0.008
C 3.914547 6.059608 -0.505748 -0.040 -0.029 0.011
C 2.675488 5.456738 -0.369074 0.038 0.047 0.008
C 2.551584 4.071078 -0.428125 -0.011 0.050 -0.027
S 0.898746 3.484551 -0.213987 -0.192 -0.020 -0.157
H 5.775640 3.276039 -0.990233 -0.002 0.002 -0.001
H 6.011040 5.738104 -0.833827 -0.002 -0.002 -0.004
H 3.998192 7.136254 -0.444657 -0.003 0.001 -0.002
H 1.790934 6.059900 -0.207655 -0.001 0.000 -0.001
O -1.220918 1.374545 0.395389 -0.249 0.161 -0.014
C -1.910100 1.335302 1.425140 0.023 -0.041 -0.172
C -1.368452 1.142303 2.732203 -0.236 0.059 0.072
C -2.249800 1.056472 3.823793 0.041 0.013 -0.154
C -1.737766 0.855299 5.071360 0.049 -0.008 0.138
C -0.363865 0.742198 5.295652 -0.064 0.002 0.032
C 0.504234 0.823651 4.234217 0.058 -0.001 -0.062
C 0.013162 1.021324 2.938768 0.278 -0.070 0.217
O 0.924174 1.071910 1.956897 -0.283 -0.019 0.523
N -2.664455 0.754372 6.217567 0.068 -0.015 -0.008
O -2.168452 0.640934 7.316026 -0.019 -0.003 -0.012
O -3.850732 0.786827 5.972760 -0.023 0.014 -0.007
H -2.989647 1.454445 1.306056 -0.012 -0.046 0.038
H -3.319080 1.141682 3.682563 0.002 0.006 0.005
H -0.005917 0.591545 6.304237 -0.001 -0.002 -0.003
H 1.573172 0.736537 4.370436 -0.006 0.003 0.013
O 0.741346 -0.680037 -0.346460 -0.197 -0.373 -0.286
P -0.281167 -1.567845 -1.084669 0.076 -0.021 -0.067
C -1.226337 -2.498936 0.104926 -0.059 -0.069 0.098
C -2.081301 -3.520361 -0.313217 0.012 0.025 0.007
C -2.817309 -4.225519 0.623262 -0.003 0.011 0.025
C -2.693457 -3.924849 1.975683 -0.001 -0.013 -0.022
C -1.830968 -2.923245 2.394886 0.010 0.017 -0.013
C -1.094169 -2.209936 1.459638 -0.022 0.003 0.008
C 0.581461 -2.685868 -2.158409 0.162 -0.066 -0.071
C 1.812347 -3.194037 -1.737864 -0.030 0.004 -0.003
C 2.491327 -4.091445 -2.543166 -0.009 -0.011 -0.013
C 1.945173 -4.484484 -3.759081 0.008 0.017 0.008
C 0.720368 -3.983319 -4.176157 -0.005 0.002 0.006
C 0.034965 -3.079200 -3.378934 0.000 -0.023 0.017
C -1.370038 -0.561224 -2.073980 -0.068 0.165 -0.040
C -0.762747 0.318985 -2.976591 0.026 -0.038 -0.021
C -1.534919 1.223465 -3.684699 -0.024 -0.015 -0.001
C -2.913303 1.245921 -3.503502 0.013 0.007 -0.005
C -3.520994 0.357203 -2.629323 0.006 -0.022 -0.002
C -2.750861 -0.544024 -1.906546 -0.007 0.029 0.035
H -2.166523 -3.768692 -1.365023 0.008 -0.003 0.000
H -3.482734 -5.015357 0.302374 0.006 -0.005 -0.001
H -3.262194 -4.486270 2.704954 -0.008 0.007 -0.003
H -1.722291 -2.705429 3.449453 0.005 -0.002 -0.001
H -0.395614 -1.447657 1.778564 0.009 -0.007 0.015
H 2.238655 -2.876398 -0.794607 0.010 0.022 -0.015
H 3.448770 -4.481643 -2.226288 0.003 0.007 -0.003
H 2.483197 -5.179959 -4.389460 -0.006 -0.009 0.006
H 0.303282 -4.288253 -5.126253 -0.002 0.002 0.001
H -0.915027 -2.677997 -3.711076 0.009 0.019 -0.009
H 0.311007 0.284310 -3.136408 -0.002 0.014 0.026
H -1.067193 1.902294 -4.384837 0.009 0.013 0.019
H -3.515417 1.959241 -4.050574 -0.002 -0.021 -0.022
H -4.596150 0.364728 -2.509055 0.006 0.011 0.017
H -3.225245 -1.221239 -1.207489 -0.001 0.000 0.001
```
Positions in Å, forces in eV/Å.

The LUMO energy (spin up / spin down) is -4.3 / -4.2 eV. The multiplicity is 2. As for the charge: +1. The orbital gap (spin up / spin down) comes out at 0.250 / 0.251 Ha. The expectation value of S² is 0.768.

A 2-piece molecular cluster, C4H4FN2O overall in a non-equilibrium geometry. Source: OMol25; level of theory: wB97M-V/def2-TZVPD.

Structure (XYZ):
```
12
Properties=species:S:1:pos:R:3:forces:R:3
C 1.046070 1.549913 -0.130485 1.974 -1.976 0.377
C 1.752950 0.278326 0.072143 -1.285 1.928 -0.494
C 0.731946 -0.629897 0.148756 1.912 -6.891 -0.828
C -1.751878 -0.514264 0.096548 -0.856 0.676 -1.023
N -0.229987 1.314378 -0.063547 -1.603 2.253 -0.818
N -0.399993 0.030392 0.062317 -2.032 -0.785 0.522
O 0.750363 -2.558482 -0.149942 -0.246 5.189 1.066
F 3.084780 0.068200 0.131906 -0.271 0.021 -0.168
H 1.340782 2.505746 -0.493411 0.610 0.589 0.358
H -2.547033 0.317379 0.244044 1.669 -1.261 -0.509
H -1.936355 -1.150854 -0.804420 0.076 0.876 0.409
H -1.841643 -1.210833 0.886090 0.053 -0.620 1.108
```
Positions in Å, forces in eV/Å.

The LUMO energy is 4.1 eV. As for the charge: -1. The orbital gap comes out at 0.277 Ha.

A 10-piece molecular cluster, C6H33NO10 overall in a non-equilibrium geometry. Source: OMol25; level of theory: wB97M-V/def2-TZVPD.

Structure (XYZ):
```
50
Properties=species:S:1:pos:R:3:forces:R:3
C 0.548065 -1.055578 1.127463 -0.492 -0.313 0.741
C 1.089470 -2.497497 1.212114 -0.615 0.261 -0.751
O 0.235851 -3.081084 2.187811 -0.371 0.511 0.943
C 0.568972 -0.386559 -0.218340 0.472 -0.521 -2.256
N 1.874795 -0.462274 -1.011351 -0.326 0.620 2.115
C 3.794598 0.857358 -1.856570 -1.041 -0.633 0.382
C 2.258246 0.865807 -1.593389 0.586 -2.040 -0.463
C 1.513157 0.939692 -2.927793 -0.563 0.840 0.165
H 0.752098 -0.424906 1.992469 0.791 0.097 -0.385
H -0.502105 -1.292387 1.334919 -0.146 0.316 -0.323
H 2.138097 -2.709802 1.437728 0.026 0.455 0.073
H 0.875059 -2.836345 0.196294 0.079 -0.766 0.079
H 0.214974 -4.024376 2.329508 0.596 -0.376 -0.582
H -0.086111 -0.954811 -0.889055 -0.566 0.216 0.454
H 0.215539 0.645539 -0.183316 -0.026 0.011 0.218
H 2.512145 -0.678551 -0.245561 0.608 0.138 -0.497
H 4.220985 1.527103 -1.111163 0.657 0.474 -0.913
H 4.285400 -0.101561 -1.720145 -0.411 -0.518 0.683
H 3.932352 0.923292 -2.932830 0.548 1.356 0.098
H 1.972632 1.637070 -0.876356 0.038 0.402 -0.309
H 0.505217 1.341105 -2.813676 -0.229 -0.267 0.157
H 1.462515 -0.072129 -3.329672 0.099 0.095 -0.176
H 1.941248 1.625522 -3.665326 0.329 -0.186 0.176
H 0.433991 -1.415978 3.892006 -0.311 0.454 -0.112
H 1.280343 -0.295164 4.466414 -0.001 0.167 0.136
O 0.417884 -0.454012 4.070972 0.163 -0.583 0.339
H -1.258152 -3.308350 -1.762807 -0.084 -0.420 -0.712
H -2.542804 -2.939833 -0.969007 -0.427 -0.172 -0.020
O -1.588382 -2.969640 -0.940335 0.368 0.439 0.919
H -0.349307 -1.455789 -3.202712 0.191 0.020 -0.403
H -1.678912 -1.553006 -2.591604 -0.317 -0.110 0.088
O -1.264678 -1.629282 -3.458211 0.261 0.126 0.262
H -2.201446 1.268749 1.686696 -0.503 -0.083 0.210
H -3.583603 1.401659 0.960285 0.034 0.243 0.159
O -2.753744 0.919937 0.956987 0.217 -0.275 -0.219
H -2.793289 0.521429 -2.610551 0.129 -0.471 -0.331
H -1.379276 0.728371 -1.959174 0.019 -0.437 -0.154
O -2.235536 1.121596 -2.127201 -0.142 1.049 0.420
H 1.552123 3.859015 1.676604 -0.711 0.351 0.750
H 1.475997 2.454622 1.926623 -0.339 -0.286 0.644
O 1.127950 3.267633 2.336308 0.976 -0.255 -1.465
H -1.469481 2.511115 -0.412774 -0.227 -0.156 -0.215
H -0.648688 2.875990 0.795906 0.075 0.168 0.182
O -0.645507 2.941663 -0.159731 0.128 0.037 -0.139
H -1.069741 1.210899 3.716026 -0.066 0.009 -0.182
H -0.684456 2.351874 2.776054 0.091 0.221 0.376
O -1.454599 1.897799 3.146220 0.313 -0.146 0.005
H -3.856919 -0.828249 1.045253 -0.106 -0.121 -0.375
H -4.649366 -0.893876 -0.260876 0.030 0.088 0.035
O -4.503597 -1.373779 0.558885 0.196 -0.029 0.178
```
Positions in Å, forces in eV/Å.

The LUMO energy is 0.1 eV. Its structure (SMILES) is CC(C)NCCCO.O.O.O.O.O.O.O.O.O. The orbital gap comes out at 0.342 Ha.

C5H10O as an isolated structure in a non-equilibrium geometry. Source: OMol25; level of theory: wB97M-V/def2-TZVPD.

Structure (XYZ):
```
16
Properties=species:S:1:pos:R:3:forces:R:3
C -1.175793 1.041601 1.580041 -0.163 0.097 0.285
C -0.108067 1.069488 0.555123 -2.051 -0.264 -1.692
C 0.945482 0.013008 0.483640 -0.503 -0.761 -1.778
C 0.283856 -0.194017 -0.998634 2.341 -0.710 0.988
C 0.337969 -1.595020 -1.540095 -0.106 -0.035 -0.092
O -0.963364 0.371729 -0.749686 1.512 1.574 2.516
H -1.984198 1.671104 1.204506 -0.088 -0.063 0.300
H -1.526055 0.008793 1.645388 -0.069 0.187 0.166
H -0.853900 1.382615 2.565868 0.069 0.072 -0.013
H 0.248736 2.052209 0.227442 -0.353 -0.169 0.003
H 1.998518 0.314562 0.412142 -0.414 0.109 0.269
H 0.811903 -0.802700 1.213644 -0.072 0.218 -0.468
H 0.885291 0.503443 -1.599440 -0.001 -0.239 -0.398
H 1.393630 -1.890863 -1.571259 -0.219 -0.107 -0.072
H -0.210801 -2.275809 -0.881953 0.090 0.051 -0.078
H -0.083206 -1.670142 -2.546727 0.027 0.040 0.063
```
Positions in Å, forces in eV/Å.

The LUMO energy is 1.1 eV. The orbital gap comes out at 0.381 Ha.

For the records above, the corresponding ΔE to the lowest compared entry with this formula, charge and spin values read 0.357; 3.411; 3.067; 1.984 eV.
For the records above, the corresponding DFT total energy values read -71627.6912; -11953.9337; -28721.5471; -7392.7809 eV.